# 1
The following is a quantum chemistry calculation of a structure of composition C26H29BFeO5S2, from OMol25.

Computed properties:
**Highest occupied orbital energy (spin up / spin down)**: -13.66 / -14.07 eV
**2S+1**: 5
**Kohn-Sham gap (spin up / spin down)**: 6.3 / 5.6 eV
**E_LUMO (spin up / spin down)**: -7.38 / -8.49 eV
**Total charge**: +2

```
64
C26H29BFeO5S2 (the ωB97M-V functional and the def2-TZVPD basis)
H 0.2846 -0.2901 -3.4873
Fe -3.7616 -5.4602 1.6590
C -1.6364 4.3735 0.4421
C -1.5299 -4.1918 2.2000
C -0.7970 -3.0861 1.7408
O -4.9523 -5.6396 -0.9720
H 1.9659 -0.2175 -4.0549
C -2.7607 -4.1858 2.9503
H -1.0027 -5.1722 2.1181
C 1.5276 -1.4601 0.0086
C -0.5139 3.4988 0.6584
H -0.7307 0.1976 -1.9961
C -4.7309 -6.7794 2.2506
C 4.4600 3.6108 1.0017
H 3.4739 -1.0738 -1.7965
H 6.5029 5.1107 0.0467
O 1.4829 1.5878 -2.0290
C 4.7706 3.9550 -0.3020
C 1.3215 -0.5110 -3.2259
C 5.8783 4.8034 -0.7980
C 1.7783 0.2041 -1.9644
C -2.5937 -6.5936 0.9196
H 0.1926 -3.3879 1.3888
H -4.8324 -3.3853 2.9565
H -1.1599 0.2445 -0.3264
H -3.5859 4.7964 -2.2216
H -2.5428 6.2256 -2.0318
C -1.9509 4.5431 -0.8923
H -0.9121 -1.3630 -1.0685
B 1.1965 1.9278 -0.6660
H 5.4894 5.6941 -1.3090
H -2.7767 -4.6677 3.9433
O 1.0745 0.8384 0.2361
H 1.4299 -1.5886 -3.0668
C -0.5602 -0.3244 -1.0451
H -2.7854 -0.3963 1.2090
C -2.9993 5.3814 -1.5047
C -4.4830 -5.3995 0.0609
C -3.5775 -2.3430 1.5220
C 3.2496 2.8245 1.1095
C 2.6450 2.6174 -0.1128
H 1.3698 -1.4167 1.0908
H 2.6119 -1.4056 -0.0756
H -4.4302 -2.1648 0.8541
O -1.9799 -7.4000 0.3414
S -0.8802 3.6046 -1.8840
H 3.6516 0.4482 -0.8625
H -0.1027 3.2749 1.6378
H 3.8233 0.4213 -2.6346
H 2.8307 2.4811 2.0496
C -0.0020 2.9936 -0.5084
C 3.2758 -0.0007 -1.7874
O -5.2872 -7.8016 2.2962
S 3.5979 3.3088 -1.4101
H 1.1819 -2.3864 -0.4676
H -0.3650 -0.9479 1.8815
C -3.8361 -3.3634 2.4677
C -1.1456 -1.7086 1.7657
H -3.6477 5.7802 -0.7262
C 0.9342 -0.2494 -0.6770
H 5.0617 3.9072 1.8629
H -2.1662 4.8941 1.2292
C -2.5110 -1.4145 1.5276
H 6.4670 4.2276 -1.5221
```

=====

# 2
The following is a quantum chemistry calculation of a cluster of 9 separate species, C28H66F12N7O17S4 in total, from OMol25.

Computed properties:
**Highest occupied orbital energy (spin up / spin down)**: -9.09 / -9.09 eV
**2S+1**: 2
**Kohn-Sham gap (spin up / spin down)**: 4.0 / 3.3 eV
**E_LUMO (spin up / spin down)**: -5.09 / -5.81 eV
**Total charge**: +2

```
134
C28H66F12N7O17S4 (the ωB97M-V functional and the def2-TZVPD basis)
C 0.0332 5.5248 -1.3746
C -2.1079 2.5643 -3.3662
H -0.2801 -8.9824 2.5926
H 0.4245 -0.4006 3.6991
N 7.0987 -0.5735 -0.5091
H -5.2267 2.0584 -1.7590
C 4.8265 -1.0429 0.9015
H -1.2706 -3.1212 1.5881
H -1.7341 3.9738 1.1625
H 1.1688 2.2951 6.8059
H -0.2639 -3.9910 2.6546
O 1.6967 -1.1926 5.2220
F 1.3220 -0.3507 1.3816
N -6.3531 0.9657 2.7519
C 0.8954 0.7130 0.6414
H -0.3781 4.8794 -2.1508
H -6.7242 2.9212 -1.3843
F -1.0884 3.1480 -3.8328
H -0.6436 2.6456 5.3731
H -0.7813 1.6841 3.8772
F 4.1102 -2.0252 1.4701
O 5.5692 2.8854 3.2217
O -2.9864 0.3042 -2.1175
H 3.5509 3.8885 1.9663
C -1.3178 -8.9873 2.2591
C -4.9942 -0.8564 1.9232
O 9.0914 -2.4701 -0.7546
H -6.5065 0.2911 3.4878
O 4.1434 2.5642 4.8967
H -3.6007 -6.6962 0.9081
H 0.8626 3.7628 -5.0499
H -1.4403 3.2220 -0.2317
N -3.2381 -7.5986 1.1806
F 5.0599 -0.0873 1.8055
H -2.1554 -3.4307 -8.4958
H -1.3212 6.4355 3.6643
H -5.6409 -1.2626 1.1455
H -0.0216 -4.1261 0.9367
C -2.8706 -2.2382 -4.3256
H -2.4081 -7.3522 3.0939
H -1.3315 -4.8225 -8.9392
C 3.2948 3.3028 2.8491
N 1.5798 1.5248 6.2981
F 1.0178 1.8926 1.2765
S -1.6634 0.9996 -2.2590
H -2.0892 -2.2342 -3.5657
H -2.8996 -8.0569 0.3466
C 8.9639 -0.7553 -2.8469
H -0.0812 0.3719 6.0611
H -0.5915 6.4168 -1.4196
H 2.5661 3.8814 3.4169
H -3.7941 -2.4685 -3.7943
O -0.1333 5.2097 2.4423
H 1.4524 -3.0493 -6.9262
C -0.6253 -3.8221 -7.1030
C 1.0295 4.8324 -5.1769
O 2.8517 6.3873 -4.9491
O -5.9935 1.7333 0.1889
N -1.4004 4.1239 0.2211
C -0.0790 4.8909 -0.0108
H -0.3244 -6.4039 2.6057
C 0.5695 0.8865 5.3541
C -1.0043 -6.4287 1.7541
H 0.7319 5.0386 -6.2050
H -2.1728 4.6749 -0.1253
C -5.7693 2.5892 -0.9768
H 1.9187 0.8146 6.9313
H -0.4743 -2.7130 -5.2284
H 1.0528 -4.1690 -8.3234
H -4.0053 -1.1751 1.5936
H 1.0941 5.7226 -1.5282
H -1.2283 -1.8689 -6.5575
F -2.8937 2.2060 -4.3451
H -4.3164 2.4343 1.4468
H 0.2220 7.1909 3.2512
H -6.3200 1.9262 3.0625
F 8.5439 -1.8306 -3.5263
C 2.4140 5.2170 -4.7817
H -1.2282 -9.3356 1.2302
H 0.2259 5.8573 4.3432
C -4.7417 1.5752 0.9280
O 7.3463 -2.1993 1.3397
H 2.8468 -2.8174 5.2803
H 0.5793 -2.4911 -8.3445
O 3.2128 4.2782 -4.6461
C 1.2032 -0.1097 4.4042
H 3.4224 -1.6388 4.1446
C -0.0904 2.0888 4.6168
H -5.1057 -1.5106 2.7879
H -0.4583 -6.5709 0.8215
F 8.1712 0.2403 -3.1486
F 10.1797 -0.5072 -3.1397
H -4.2744 0.8375 2.9444
H -2.8636 -1.2190 -4.7121
O -1.0707 -1.0322 -0.3538
H 1.9426 0.4714 3.8531
H 1.0200 6.4526 1.0910
F 1.5862 0.8725 -0.5055
C 0.7292 -3.3464 -7.6856
F -2.6725 3.4429 -2.5356
O -2.5232 -3.1225 -5.3939
H 0.6100 4.0648 0.1655
N -1.6358 -4.2355 -8.1757
H 0.3855 5.2736 -4.4162
S -0.9873 0.3706 0.1647
H 1.9520 -2.5678 3.7318
O -0.6059 0.2480 -2.9145
C 0.1028 5.8715 1.1867
H -1.9980 -9.6450 2.8003
H -0.4869 -4.7808 -6.6033
C 2.5128 -2.0933 4.5371
H -3.9848 1.2826 0.2003
C -0.2705 6.2393 3.4511
O 9.7353 -0.1717 -0.2276
H 0.6017 2.7920 4.1536
H -4.0336 -8.0630 1.5950
H -2.3210 -4.8133 -7.7100
O -1.6943 -5.1453 1.6274
S 6.5574 -1.7526 0.1744
F 4.1808 -0.4456 -0.1515
C 4.4103 2.8557 3.7035
H -5.2295 3.5234 -0.8216
H 2.3368 1.9078 5.7500
S 8.7769 -1.0551 -0.8833
H 2.7202 2.4059 2.6177
C -0.7923 -4.0935 1.7068
C -4.9865 0.6275 2.1464
O 6.0981 -2.7783 -0.7918
H -7.1373 1.0210 2.1178
H -0.6777 6.6314 1.1510
N -1.2925 1.6602 -0.9364
O -1.6681 0.6045 1.4585
C -1.2334 -2.8084 -6.0048
C -1.9933 -7.5584 2.1072
```

=====

# 3
The following is a quantum chemistry calculation of an isolated molecule of C2H4N4, from OMol25.

Computed properties:
**Highest occupied orbital energy**: -9.49 eV
**2S+1**: 1
**Kohn-Sham gap**: 10.2 eV
**E_LUMO**: 0.70 eV

```
10
C2H4N4 (the ωB97M-V functional and the def2-TZVPD basis)
N 0.0188 -1.3332 -0.1760
H -2.5492 -0.9586 0.4037
N 2.0362 0.0306 -0.2888
H 2.6128 -0.7370 0.0234
C -1.3330 0.5996 0.0459
N -0.1064 0.9619 -0.2100
H -2.0870 1.3743 0.1827
H 2.3246 0.9253 0.1095
N -1.5706 -0.6949 0.1296
C 0.6537 -0.1679 -0.2199
```

=====

# 4
The following is a quantum chemistry calculation of a cluster of 10 separate species, C40H60O30 in total, from OMol25.

Computed properties:
**Highest occupied orbital energy**: -10.35 eV
**2S+1**: 1
**Kohn-Sham gap**: 10.8 eV
**E_LUMO**: 0.41 eV

```
130
C40H60O30 (the ωB97M-V functional and the def2-TZVPD basis)
C 5.3578 6.5268 -2.5985
H -8.8743 -9.1986 -3.4892
H -7.8939 5.2964 -7.7996
C 8.2556 -3.9753 5.7647
C 6.7950 6.8828 -2.7865
H 9.2218 -4.2338 6.1979
H -6.9730 0.3756 4.6727
O -1.0989 1.8406 1.7490
O 7.1952 -6.1208 6.0794
C -6.0140 5.9628 -8.7355
H 6.6719 8.8211 -2.1005
C 7.7985 -0.7237 -4.7699
C -5.3887 7.1792 -7.8894
H -1.1602 -11.4575 1.7364
C -0.3577 1.1166 1.0711
H 4.8411 7.2724 -1.9942
C -4.6555 5.1596 -7.2171
O 3.3637 -13.0368 0.2862
O -5.5734 4.7789 -8.1195
H 1.0054 -10.9586 2.8979
H -9.7392 -7.9223 -4.2913
H 8.8873 -2.9683 -5.7089
H -10.2432 -8.0162 0.0067
O 9.0572 -1.2491 -4.6176
H 5.5173 5.5500 -2.1417
H -7.7141 -2.5821 4.8271
C -9.6856 -8.4826 -3.3579
H -0.4281 -9.8190 1.6509
O -2.1803 9.5127 1.3384
O 5.2571 4.8507 6.5996
O 7.4364 -0.7101 -6.1029
H -0.1784 -2.1597 -0.3932
H 7.4073 6.0008 -2.5989
H -4.6371 7.8030 -8.3731
C 9.2383 -1.9414 -5.8117
H 2.1197 4.1298 7.7563
H -4.6353 10.1783 -0.1588
H -9.1333 -1.3915 6.6168
C -10.0306 -1.4406 3.5946
C -7.5926 -7.3782 -1.1075
O 3.4051 4.6798 5.3439
H -7.9773 6.9443 -8.7254
O 4.7531 6.5421 -3.8760
H 4.5168 6.6245 7.0112
H 8.3391 8.2328 -2.2751
O -8.6974 -1.4413 3.4452
O -1.3425 8.7566 -0.5924
C 0.6115 -13.0467 2.4599
O -10.7519 -1.6315 2.6743
C 5.7184 -4.4469 5.5769
H 10.2847 0.3092 -6.8026
H -6.1949 7.7076 -7.3805
H -0.2402 -0.3009 -1.4387
O -8.2598 -8.1522 -0.2687
H -10.3385 -6.8427 -2.2331
O -8.3220 -7.1919 -2.1622
C 4.6660 4.2357 5.4985
O 0.2992 -0.0342 1.5111
C 5.5617 7.0712 -4.7688
H 0.6392 -13.1888 3.5402
H 1.0565 4.9913 6.6472
C 2.3684 -12.7901 1.0257
H -4.7328 10.0327 1.6665
O -4.5786 6.3838 -7.0537
H 7.2799 7.6697 -0.8604
C 9.3570 0.1233 -7.3436
H 0.4108 -2.4585 1.1749
H 8.7276 1.0109 -7.4077
H 9.4959 0.0786 -8.4238
H -5.4255 8.8272 0.4711
H 4.4031 5.2681 8.3137
O 1.8421 -11.5581 1.1872
H -8.9007 0.1114 5.7416
C -3.2943 8.7097 0.6662
C 0.7908 -11.5904 2.0360
O -6.4043 -6.9752 -0.8773
O 5.1223 3.2274 4.8770
H -0.3297 -11.0590 0.3072
H -5.7661 5.8286 -9.7884
H -8.1687 5.4142 -9.4459
C -2.6585 8.3911 -0.8241
H 6.8375 -4.4479 7.3512
H 8.2210 -2.8866 5.7256
O -10.3066 -1.0953 4.8043
H 1.5768 5.8522 7.9219
C 7.0363 -4.7393 6.3198
C 4.3454 5.5799 7.2708
H -3.0367 9.0156 -1.6335
C -1.0941 9.2245 0.6441
C 0.5087 0.1813 -0.8105
H 1.5621 -2.5088 -0.3123
O 1.6792 -13.6966 1.7548
C 1.9591 5.0824 7.2515
C 0.7219 -2.0535 0.2120
H -3.3383 7.7165 1.1129
O 6.0086 -7.8731 5.4144
O 5.4322 7.2219 -5.9831
O 6.7546 7.3112 -4.1422
C 7.3451 7.9874 -1.9011
O -0.2970 1.2546 -0.2132
H 5.8331 -3.8547 4.6690
H 2.9084 6.5109 5.8440
H -6.0030 -0.9881 5.3580
C -7.6180 5.9179 -8.6515
C 0.9382 -0.5998 0.4494
O -3.8844 4.3477 -6.6718
C 8.5096 -1.0955 -6.8274
O 0.0720 9.5118 1.0432
H -10.5545 -9.1386 -3.4102
C 3.1265 5.5644 6.3388
H -9.8176 -9.4506 -0.8740
H 2.0068 -0.4089 0.5482
O 5.1447 -5.7238 5.4627
H -2.7839 7.3344 -1.0604
C -9.1075 -0.9518 5.6198
H 8.4658 -4.4069 4.7861
O 7.0677 -0.4538 -3.8532
H 10.2963 -1.9311 -6.0738
C -9.5785 -8.3921 -0.7711
H 5.0262 -3.7959 6.1110
C 6.0688 -6.6649 5.7038
H 8.1754 -1.6601 -7.6978
C -9.5710 -7.6070 -2.1112
C -4.6197 9.5211 0.7107
C -8.0123 -1.5396 4.7162
C -0.3147 -10.8688 1.3804
C -6.7744 -0.6958 4.6455
H -0.4239 -13.2935 2.2248
H -6.3189 -0.8804 3.6726
H 1.3225 0.6328 -1.3779
```

=====

# 5
The following is a quantum chemistry calculation of an isolated molecule of C4H3IO3, from OMol25.

Computed properties:
**Highest occupied orbital energy**: -8.59 eV
**2S+1**: 1
**Kohn-Sham gap**: 8.9 eV
**E_LUMO**: 0.30 eV

```
11
C4H3IO3 (the ωB97M-V functional and the def2-TZVPD basis)
O -0.4045 0.9130 -1.0600
I 1.4160 -2.8144 0.3240
C 0.2671 -0.2825 -1.1853
O -0.0019 0.5142 2.5301
O 0.4414 -0.6913 -2.4950
H -1.1146 2.1077 0.5484
H -0.2580 -0.2598 -2.9855
H -0.1085 -0.3376 2.9335
C -0.2273 0.5035 1.2234
C -0.4931 1.3290 0.2638
C 0.4833 -0.9816 -0.0974
```

=====

# 6
The following is a quantum chemistry calculation of an isolated molecule of C12H18N2O3S, from OMol25.

Computed properties:
**Highest occupied orbital energy**: -8.68 eV
**2S+1**: 1
**Kohn-Sham gap**: 8.8 eV
**E_LUMO**: 0.10 eV

```
36
C12H18N2O3S (the ωB97M-V functional and the def2-TZVPD basis)
H 2.9218 2.1133 1.6550
C 0.7041 -3.7511 0.0338
C -1.0505 -2.6942 1.1717
H -2.9996 -1.9759 -1.2377
H -0.7923 -0.2647 0.8958
C 0.3606 1.3738 1.0283
H -0.0997 1.6137 2.0864
H 0.6099 -3.9296 2.0497
C -2.2711 -1.5270 -0.6219
H -1.9366 -0.3031 -2.5839
H -2.8898 -1.2014 0.2547
H 2.9416 -0.6364 0.2931
H 1.3526 -0.4371 2.0817
H -0.5188 4.2083 -1.5654
S 0.0680 -3.1462 -1.2943
C 2.6115 1.3215 2.0641
H 2.3827 0.9498 -0.4762
H -1.5726 -2.3899 2.1126
N -1.6623 -0.2319 -1.4023
C 0.0259 -3.5925 1.1413
O 1.3573 3.1041 -0.1070
O -0.3039 1.4991 -1.4383
C -0.6326 4.5019 -0.4064
H 3.3214 0.6959 2.3240
O -0.6640 3.3811 0.1090
H 2.0652 1.6752 3.0823
C 2.2989 -0.0416 0.1129
C 0.4083 2.6998 0.2882
H -1.4422 4.9041 -0.2658
C 1.3861 0.5223 1.2489
H 0.2535 5.0258 -0.2284
H 1.5570 -0.5939 -0.5047
H 1.6493 -4.3377 -0.0915
C -0.9976 0.5841 -0.8944
C -1.1651 -2.3807 -0.3129
N -0.7010 0.6293 0.4301
```

=====

# 7
The following is a quantum chemistry calculation of a cluster of 8 separate species, C31H39F8N2O22 in total, from OMol25.

Computed properties:
**Highest occupied orbital energy**: -11.82 eV
**2S+1**: 1
**Kohn-Sham gap**: 8.9 eV
**E_LUMO**: -2.93 eV
**Total charge**: +1

```
102
C31H39F8N2O22 (the ωB97M-V functional and the def2-TZVPD basis)
F 4.0539 1.3745 1.1118
O -1.3328 0.7704 -0.4644
H 6.0660 -0.8547 -3.1111
C 6.2400 -1.9299 -3.0437
F 2.2723 1.4015 -0.6105
C 7.4328 -2.2752 -2.1794
F 0.2228 1.7262 2.1983
C 5.5352 -2.6381 -1.0217
C -2.0199 -3.2136 12.4063
O -2.4725 4.6038 -3.0716
O -2.4444 -3.4815 13.4802
C -1.3287 -3.4615 10.2712
C -5.2500 1.9709 1.8107
H 0.3197 0.9946 4.3952
F 2.7348 1.0261 2.7911
H 3.0799 -3.4570 -2.2723
F -0.5307 4.0209 0.7185
C -1.1919 -2.0124 10.6803
C -1.7987 -1.9469 -4.8149
H 1.7195 -1.6262 -9.7556
H -2.2293 6.9692 -1.5775
O 0.0342 -0.6556 -5.3047
H -1.8648 0.1943 -5.2329
O 1.5882 -2.2278 -4.8764
C -0.1930 2.8177 0.1938
C -4.8165 1.3920 0.7063
O -1.5224 -4.1208 11.5242
H -0.1599 -1.7414 10.9127
H -3.1070 6.0706 -4.3755
C -3.9591 0.2978 2.4007
C 2.2362 0.4249 -9.2323
O -3.8377 5.6818 -1.6903
H 7.8714 -3.2407 -2.4351
H 2.4540 0.9788 -8.3171
F 1.0069 0.0059 0.4257
C -0.4139 0.4232 7.3891
H -5.8773 2.8283 1.9178
H 1.4740 -3.3558 -3.0046
C 1.5296 -2.8383 -0.8917
O 5.1573 -2.5283 -2.3192
C -3.3886 4.4819 -2.0978
H -1.8817 1.9725 1.1816
C -3.0086 6.6911 -2.2883
O -0.8016 0.5819 6.0954
H 1.1353 -1.8547 -1.1389
H 3.1486 0.3247 -9.8143
O -1.1124 -0.0065 8.2476
C 0.4489 -1.9033 -4.9911
H 3.1735 -0.3648 1.3983
O 0.1449 -5.9117 -0.4470
O -0.6039 -2.7356 -4.8214
H -3.5949 7.5710 -2.5372
N -4.7105 1.2768 2.8627
H -0.0691 2.3877 5.4235
H -0.4462 -3.8489 9.7677
H -4.9949 1.6659 -0.3130
H -2.6150 -2.4835 -5.2906
C -1.7742 -0.3426 0.2882
H -1.4546 6.2841 -3.7667
H -1.5162 -0.8115 -6.6527
O 1.2406 1.1354 -9.9742
O 6.8467 -2.3648 -0.8750
C 0.7343 -4.9534 -0.8247
H -1.5806 -1.3230 9.9398
O 0.1712 -0.5324 -8.9471
C 2.9685 0.6985 1.5063
H -4.8449 1.4878 3.8395
O -1.0125 1.0813 -9.9824
O -3.7558 3.4358 -1.6469
O 0.8646 0.8234 7.5570
O 1.7340 -4.9598 -1.7320
O 0.4871 -3.6838 -0.3900
C 1.5564 -0.8980 -8.9595
H 8.2089 -1.5150 -2.1978
C 1.7674 1.1035 0.5869
C 1.4380 1.0601 6.2649
H 2.3032 -2.7347 -0.1286
H -2.2043 -3.6368 9.6422
H -2.0701 -1.7292 -3.7791
C -1.3717 -0.7118 -5.5758
F 0.2521 3.0424 -1.0433
O 4.7969 -2.9271 -0.1337
H -2.1962 2.6030 -0.4038
H -1.4578 -0.2243 1.3247
H -1.2439 -1.2091 -0.0903
H 1.9750 0.1647 5.9481
C 0.2136 1.3327 5.4206
H -3.5979 -0.3445 -0.8493
C -3.2801 -0.5406 0.1641
C -1.4830 2.0216 0.1726
H -3.3964 -0.3944 2.9902
H 1.8455 -1.3383 -8.0077
C 2.0198 -3.5990 -2.0957
C -2.4613 5.9739 -3.5021
H 6.3031 -2.3444 -4.0461
O -1.9655 -1.9624 11.8843
H 2.1309 1.8963 6.2978
N -4.0070 0.3443 1.0919
C 0.0299 0.6100 -9.6699
H -3.5057 -1.5676 0.4248
C 0.9027 2.2385 1.1354
F 1.6673 3.2187 1.5934
```

=====

It is found that the E values, taken in the order of the records, are -94384.0021, -151265.6094, -8097.5237, -103871.7869, -18435.2345, -32683.0320, -102538.9049 eV.
It is found that the maximum force values, taken in the order of the records, are 6.3, 7.1, 2.7, 8.5, 6.5, 19.1, 1.5 eV/A.